Record 1
{"formula": "C3H4Cl2Si", "method": "ωB97M-V/def2-TZVPD", "gap_ev": 10.74, "de_lowest_ev": 5.781, "lumo_energy_ev": 0.311, "multiplicity": 1, "elements": ["C", "C", "C", "Si", "Cl", "Cl", "H", "H", "H", "H"], "xyz": [[-0.011, -2.450, 0.999], [0.099, -1.467, 0.338], [0.817, 0.206, -0.317], [-0.732, 1.414, -0.357], [1.507, -0.058, -1.824], [1.998, 0.864, 0.835], [-0.473, -3.160, 1.584], [-1.891, 0.466, 0.226], [-0.896, 1.544, -1.784], [-0.417, 2.642, 0.299]]}

=====

Record 2
{"formula": "C11H12I2N2O7P2RuSe4", "method": "ωB97M-V/def2-TZVPD", "gap_ev": [3.92, 5.28], "de_lowest_ev": 0.000, "total_charge": -1, "lumo_energy_ev": [1.745, 0.947], "multiplicity": 6, "elements": ["Ru", "Se", "Se", "Se", "Se", "N", "C", "C", "P", "O", "O", "O", "P", "O", "O", "O", "H", "H", "H", "H", "H", "H", "H", "H", "I", "C", "C", "C", "I", "C", "C", "C", "C", "N", "C", "C", "O", "H", "H", "H", "H"], "xyz": [[0.850, -0.381, 0.943], [0.588, -0.926, 3.183], [2.704, 0.114, 3.466], [3.765, -1.783, 3.096], [3.314, -0.396, 1.006], [0.068, 2.775, -1.666], [1.512, 2.272, -1.582], [2.467, 2.919, -2.597], [1.316, 0.543, -2.246], [2.798, -0.002, -2.510], [0.414, 0.637, -3.441], [0.766, -0.161, -1.030], [2.041, 2.582, 0.144], [1.406, 4.069, 0.400], [3.525, 2.446, 0.335], [1.113, 1.713, 1.034], [-0.323, 2.352, -2.496], [-0.104, 3.796, -1.807], [-0.514, 2.384, -0.896], [2.327, 2.503, -3.588], [3.481, 2.754, -2.254], [2.262, 4.013, -2.739], [2.912, -0.454, -3.396], [1.865, 4.424, 1.182], [0.460, -5.662, 0.667], [-1.060, -4.299, 0.817], [-2.420, -4.644, 1.005], [-3.367, -3.616, 0.913], [-5.451, -4.140, 0.726], [-3.036, -2.230, 0.937], [-3.930, -1.156, 1.171], [-3.438, 0.096, 1.360], [-2.089, 0.347, 1.234], [-1.193, -0.635, 1.006], [-1.657, -1.960, 0.911], [-0.574, -2.947, 0.807], [0.660, -2.502, 0.587], [-2.715, -5.675, 1.134], [-4.986, -1.442, 1.226], [-4.084, 0.924, 1.624], [-1.675, 1.348, 1.335]]}

=====

Record 3
{"formula": "C5H11O4P", "method": "ωB97M-V/def2-TZVPD", "smiles": "COP(=O)(OC)[C@@H](C)C=O", "gap_ev": 10.49, "de_lowest_ev": 2.125, "lumo_energy_ev": 0.650, "multiplicity": 1, "elements": ["C", "O", "P", "O", "O", "C", "C", "C", "C", "O", "H", "H", "H", "H", "H", "H", "H", "H", "H", "H", "H"], "xyz": [[-0.654, 1.869, 1.851], [-0.331, 0.571, 1.428], [0.548, 0.219, 0.082], [1.212, 1.382, -0.520], [1.531, -0.920, 0.563], [2.923, -0.919, 0.861], [-0.883, -1.052, -0.767], [-2.112, -0.178, -0.880], [-0.246, -1.536, -1.991], [0.480, -2.496, -2.083], [-0.495, 1.977, 2.915], [-1.629, 2.109, 1.601], [0.012, 2.615, 1.586], [3.083, -0.582, 1.856], [3.614, -0.489, 0.168], [3.228, -1.911, 0.909], [-0.894, -1.775, 0.040], [-2.135, 0.910, -1.364], [-2.653, -0.691, -1.615], [-2.682, -0.069, 0.051], [-0.306, -0.875, -2.995]]}

=====

Record 4
{"formula": "C34H25BrCl4CoN4O2", "method": "ωB97M-V/def2-TZVPD", "gap_ev": [4.20, 5.85], "de_lowest_ev": 1.151, "total_charge": -2, "lumo_energy_ev": [4.051, 4.049], "multiplicity": 4, "elements": ["Co", "Cl", "C", "C", "Cl", "C", "Cl", "C", "O", "C", "O", "C", "Cl", "Br", "C", "C", "C", "C", "C", "C", "N", "C", "C", "C", "C", "C", "C", "N", "H", "H", "H", "H", "H", "H", "H", "H", "H", "N", "C", "C", "C", "C", "C", "N", "C", "H", "H", "H", "H", "C", "C", "C", "C", "C", "C", "C", "C", "C", "C", "H", "H", "H", "H", "H", "H", "H", "H", "H", "H", "H", "H"], "xyz": [[-1.433, 0.071, -0.162], [-4.299, 5.977, -1.654], [-3.436, 4.706, -0.857], [-3.253, 4.752, 0.512], [-3.935, 6.049, 1.424], [-2.565, 3.722, 1.159], [-2.362, 3.767, 2.883], [-2.099, 2.621, 0.448], [-1.486, 1.607, 0.964], [-2.347, 2.540, -0.971], [-1.995, 1.438, -1.538], [-2.973, 3.615, -1.596], [-3.237, 3.587, -3.311], [-1.238, -0.845, 7.397], [-1.292, -1.011, 5.489], [-1.120, 0.107, 4.688], [-1.212, -0.019, 3.323], [-1.499, -1.247, 2.688], [-1.626, -2.365, 3.550], [-1.535, -2.247, 4.920], [-1.658, -1.300, 1.329], [-2.162, -2.421, 0.765], [-2.354, -2.438, -0.605], [-2.941, -3.509, -1.334], [-3.152, -3.388, -2.676], [-2.781, -2.186, -3.309], [-2.204, -1.185, -2.559], [-1.963, -1.279, -1.252], [-0.930, 1.075, 5.129], [-1.097, 0.855, 2.709], [-1.795, -3.357, 3.158], [-1.657, -3.124, 5.545], [-2.491, -3.268, 1.358], [-3.226, -4.400, -0.789], [-3.603, -4.189, -3.252], [-2.953, -2.046, -4.366], [-1.929, -0.248, -3.023], [3.011, -3.249, 3.732], [2.717, -2.248, 3.222], [2.450, -1.043, 2.594], [3.109, 0.176, 3.015], [2.751, 1.338, 2.375], [1.896, 1.337, 1.293], [1.399, 0.136, 0.795], [1.593, -0.978, 1.501], [3.837, 0.148, 3.810], [3.178, 2.278, 2.696], [1.554, 2.232, 0.802], [1.095, -1.862, 1.134], [0.921, -1.705, -2.305], [1.750, -0.684, -1.524], [2.931, -1.469, -0.916], [0.836, 0.096, -0.512], [2.425, 0.332, -2.428], [2.337, 0.274, -3.816], [3.082, 1.114, -4.624], [3.923, 2.060, -4.066], [3.993, 2.161, -2.683], [3.253, 1.316, -1.880], [0.423, -2.367, -1.602], [1.545, -2.310, -2.964], [0.147, -1.217, -2.884], [2.590, -2.332, -0.352], [3.555, -0.850, -0.279], [3.561, -1.834, -1.729], [0.789, 1.129, -0.878], [1.691, -0.449, -4.285], [3.015, 1.015, -5.700], [4.505, 2.721, -4.694], [4.642, 2.897, -2.226], [3.331, 1.422, -0.806]]}

=====

Record 5
{"formula": "C4H12S2", "method": "ωB97M-V/def2-TZVPD", "smiles": "CCC.CSS", "gap_ev": 9.57, "de_lowest_ev": 2.433, "lumo_energy_ev": 0.632, "multiplicity": 1, "elements": ["C", "C", "C", "H", "H", "H", "H", "H", "H", "H", "H", "C", "S", "S", "H", "H", "H", "H"], "xyz": [[4.364, 2.358, 1.740], [2.894, 2.635, 1.584], [2.029, 1.291, 1.636], [4.350, 1.532, 2.544], [4.927, 3.174, 2.174], [5.009, 1.766, 1.063], [2.594, 3.308, 0.717], [2.457, 3.227, 2.539], [1.682, 0.952, 2.837], [1.095, 1.378, 1.129], [2.510, 0.481, 1.392], [-4.388, -3.902, -2.359], [-5.511, -2.619, -1.933], [-5.997, -1.821, -3.719], [-4.372, -3.939, -3.449], [-4.986, -4.883, -2.237], [-3.669, -3.986, -1.687], [-4.986, -0.951, -3.971]]}

=====

Record 6
{"formula": "C7H15AlCaO3S", "method": "ωB97M-V/def2-TZVPD", "gap_ev": 1.98, "lumo_energy_ev": -3.527, "multiplicity": 1, "elements": ["C", "C", "O", "Al", "C", "C", "S", "C", "C", "C", "O", "O", "H", "H", "H", "H", "H", "H", "H", "H", "H", "H", "H", "H", "H", "H", "H", "Ca"], "xyz": [[3.381, 0.577, 0.110], [1.888, 0.592, 0.510], [1.579, -0.621, 1.161], [0.069, -1.398, 0.583], [-0.256, -1.241, -1.395], [-1.501, -0.855, 1.765], [-2.644, 0.299, 0.998], [-1.705, 1.762, 0.442], [-1.650, 1.745, -1.124], [0.312, -3.513, 0.962], [0.806, -4.077, 0.026], [-0.087, -3.873, 2.020], [3.752, 1.591, -0.084], [3.534, 0.003, -0.817], [3.966, 0.075, 0.887], [1.792, 1.421, 1.239], [1.250, 0.824, -0.359], [0.104, -0.314, -1.854], [-1.332, -1.347, -1.596], [0.299, -2.055, -1.885], [-2.063, -1.772, 1.994], [-1.116, -0.495, 2.730], [-0.689, 1.767, 0.852], [-2.206, 2.691, 0.732], [-2.030, 2.697, -1.556], [-0.592, 1.684, -1.415], [-2.242, 0.921, -1.551], [-2.617, 2.911, -3.378]]}

=====

Asked for energy across the records above, the calculation gives -1326.40575, -12041.46855, -839.42612, -7477.70928, -955.87505, -1819.50732 a.u. in order.